# 1
{
  "formula": "C7H6NO4S",
  "method": "ωB97M-V/def2-TZVPD",
  "elements": ["S", "O", "O", "O", "O", "N", "C", "C", "C", "C", "C", "C", "C", "H", "H", "H", "H", "H", "H"],
  "coordinates": [[1.73008, -1.13652, 0.01260], [0.74945, 1.93712, -0.02330], [1.94629, -2.46545, 0.48821], [2.06894, -0.70594, -1.30305], [2.97478, 1.86907, -0.03840], [-0.31880, 1.11716, -0.29413], [-1.51952, 1.44932, -0.62286], [-2.46988, -0.86163, -0.37214], [-2.60281, 0.51396, -0.53901], [-1.25366, -1.53162, -0.23529], [-0.07170, -1.04659, -0.08277], [2.10216, 0.07525, 1.27234], [2.02962, 1.33680, 0.41108], [-3.32861, -1.51340, -0.43788], [-3.51128, 1.07497, -0.75005], [3.15688, -0.00139, 1.39448], [-1.75712, 2.49883, -0.82819], [-1.27798, -2.55281, -0.05799], [1.35315, -0.05713, 2.00635]],
  "e_above_lowest_ev": 3.555,
  "orbital_gap_ha": 0.3164,
  "homo_ev": -14.5,
  "total_charge": 1,
  "e_tot_ha": -1023.7331
}

# 2
{
  "formula": "C7H6NO4S2",
  "method": "ωB97M-V/def2-TZVPD",
  "elements": ["S", "S", "O", "O", "O", "O", "N", "C", "C", "C", "C", "C", "C", "C", "H", "H", "H", "H", "H", "H"],
  "coordinates": [[1.38661, -0.59981, -1.10897], [-2.71077, 1.21224, 0.09437], [2.48815, 0.58154, 2.31116], [2.57934, -1.43784, -1.08627], [0.97650, -1.01236, 2.03360], [1.03922, -0.02258, -2.37374], [-0.45667, 2.33701, 0.64336], [-0.07805, -1.81717, -0.78482], [-0.13183, 1.07174, 0.20583], [1.63517, -0.01150, 1.74885], [-1.74099, 2.51963, 0.59742], [-1.20084, 0.31814, -0.15619], [-1.33588, -1.02354, -0.61349], [1.27736, 0.54410, 0.16675], [1.91452, 1.46386, 0.10993], [0.03988, -2.62540, -1.52067], [-1.92270, -1.14328, -1.49213], [0.19229, -2.24814, 0.26947], [-2.18622, 3.45139, 0.81271], [-1.76509, -1.55804, 0.14283]],
  "e_above_lowest_ev": 0.544,
  "orbital_gap_ha": 0.2752,
  "homo_ev": -4.8,
  "total_charge": -1,
  "e_tot_ha": -1422.4738,
  "smiles": "O=C([O-])[C@@H]1c2ncsc2CCS1(=O)=O"
}

Q: What is the formula in the second record?
A: C7H6NO4S2